Entry from the Open Molecules 2025 dataset: an isolated molecule of C4H8O2 (the ωB97M-V functional and the def2-TZVPD basis).

Last column: Mulliken charge in e.
Cartesian coordinates (Å):
C -0.60 -0.71 -1.50  -1.173
C -0.18 -0.73 -0.04  0.178
O 1.21 -0.93 0.10  -0.691
C -0.42 0.60 0.69  0.037
C 0.58 0.81 1.74  -0.891
O 0.66 1.52 0.26  -0.355
H -0.11 0.10 -2.04  0.246
H -0.33 -1.65 -1.99  0.333
H -1.69 -0.59 -1.59  0.360
H -0.75 -1.51 0.50  0.296
H 1.29 0.88 -0.18  0.519
H -1.39 1.09 0.60  0.430
H 1.35 -0.50 1.05  0.511
H 0.36 1.64 2.42  0.198

2S+1   1
Relative energy (zero: lowest compared OMol25 entry of this formula, charge and spin)   4.6527 eV
Lowest unoccupied orbital energy   0.935 eV
Orbital gap   9.734 eV
Highest occupied orbital energy   -0.3234 hartree

=====

Entry from the Open Molecules 2025 dataset: a cluster of 10 separate species, C30H80O10 in total (the ωB97M-V functional and the def2-TZVPD basis).

Last column: Mulliken charge in e.
Cartesian coordinates (Å):
C -3.74 4.66 2.36  -1.519
C -2.80 3.52 1.87  0.909
C -1.30 3.91 1.83  -1.036
O -3.05 2.50 2.78  -0.587
H -3.86 5.43 1.59  0.349
H -3.37 5.14 3.26  0.381
H -4.75 4.28 2.53  0.345
H -3.05 3.28 0.83  -0.058
H -0.98 4.30 2.80  0.484
H -1.03 4.70 1.13  0.311
H -0.69 3.05 1.57  0.069
H -2.72 2.77 3.64  0.374
C 2.16 -0.10 -5.32  -1.262
C 2.50 0.93 -4.22  0.375
C 1.27 1.29 -3.37  -0.344
O 3.46 0.33 -3.36  -0.167
H 3.06 -0.35 -5.88  0.383
H 1.37 0.20 -6.00  0.400
H 1.78 -1.04 -4.91  0.165
H 2.90 1.82 -4.71  0.667
H 0.78 0.41 -2.97  0.106
H 0.48 1.68 -4.01  0.529
H 1.56 1.91 -2.52  -0.219
H 2.95 -0.29 -2.83  0.472
C 1.25 -4.50 2.92  -0.816
C 1.33 -6.05 3.04  0.277
C 1.77 -6.66 1.70  -1.174
O 2.27 -6.36 4.05  -0.539
H 0.93 -4.01 3.84  0.386
H 0.43 -4.16 2.27  -0.002
H 2.20 -4.05 2.63  0.324
H 0.39 -6.51 3.36  0.289
H 2.00 -7.70 1.94  0.416
H 2.69 -6.28 1.25  0.257
H 0.92 -6.66 1.02  0.195
H 2.13 -7.28 4.28  0.343
C 3.73 6.11 -3.33  -1.627
C 2.67 5.31 -2.64  0.772
C 3.09 3.99 -2.00  -0.751
O 2.26 6.14 -1.61  -0.622
H 4.62 6.32 -2.74  0.397
H 3.29 7.02 -3.71  0.400
H 4.00 5.54 -4.21  0.379
H 1.82 5.24 -3.31  0.240
H 2.37 3.55 -1.31  0.130
H 4.07 3.89 -1.53  0.461
H 3.13 3.26 -2.81  -0.125
H 2.98 6.35 -1.01  0.329
C -1.01 4.04 -1.74  0.326
C -1.31 5.46 -2.02  0.346
C -2.81 5.78 -1.71  -1.302
O -0.52 6.29 -1.17  -0.620
H -1.19 3.48 -2.65  0.496
H -1.55 3.50 -0.95  -0.631
H 0.05 3.90 -1.53  -0.228
H -1.12 5.73 -3.06  0.328
H -3.40 5.20 -2.43  0.404
H -3.01 6.83 -1.93  0.433
H -3.16 5.50 -0.71  0.045
H 0.39 6.19 -1.45  0.360
C -2.89 0.48 -1.54  -0.895
C -4.01 -0.53 -1.30  1.637
C -5.36 0.13 -1.07  -1.560
O -4.04 -1.36 -2.42  -0.596
H -1.90 0.07 -1.75  -0.085
H -2.77 1.15 -0.69  -0.081
H -3.07 1.12 -2.41  0.627
H -3.75 -1.22 -0.49  -0.599
H -5.77 0.64 -1.94  0.373
H -5.31 0.80 -0.20  0.303
H -6.10 -0.61 -0.78  0.498
H -4.82 -1.92 -2.43  0.366
C 0.12 -0.85 2.28  -1.944
C -0.13 -0.23 0.93  1.630
C 0.93 0.82 0.53  -1.475
O -0.12 -1.24 0.01  0.712
H 0.43 -0.08 2.98  0.533
H 0.96 -1.55 2.32  0.192
H -0.73 -1.44 2.63  0.301
H -1.14 0.19 0.95  -0.346
H 0.50 1.53 -0.18  -0.012
H 1.82 0.40 0.05  0.472
H 1.35 1.32 1.40  0.518
H -0.73 -1.90 0.37  -0.529
C -1.81 -5.18 0.27  -1.348
C -2.61 -3.91 0.24  1.069
C -4.06 -4.11 0.62  -1.758
O -2.04 -3.02 1.12  -0.319
H -0.82 -5.10 -0.17  0.141
H -2.41 -5.92 -0.27  0.520
H -1.72 -5.44 1.32  0.233
H -2.63 -3.53 -0.78  -0.052
H -4.46 -4.88 -0.04  0.436
H -4.74 -3.28 0.46  0.319
H -4.17 -4.44 1.66  0.475
H -2.66 -2.81 1.83  0.211
C 2.56 -0.06 5.19  -1.384
C 2.14 -1.44 5.72  0.896
C 3.03 -2.64 5.33  -1.143
O 1.97 -1.28 7.08  -0.576
H 3.47 0.35 5.63  0.489
H 1.76 0.66 5.37  0.398
H 2.74 -0.07 4.11  0.223
H 1.16 -1.56 5.26  -0.070
H 3.94 -2.85 5.91  0.374
H 3.24 -2.48 4.28  0.211
H 2.42 -3.54 5.40  0.250
H 2.65 -0.66 7.35  0.384
C 2.52 -3.80 -1.56  -1.498
C 1.89 -2.80 -2.49  0.798
C 0.49 -3.14 -3.00  -1.296
O 1.86 -1.54 -1.89  -0.483
H 3.56 -3.54 -1.37  0.373
H 2.49 -4.81 -1.96  0.458
H 1.99 -3.90 -0.61  0.072
H 2.54 -2.77 -3.37  0.488
H -0.17 -3.29 -2.14  0.018
H 0.56 -3.97 -3.70  0.536
H 0.06 -2.32 -3.57  0.313
H 1.16 -1.40 -1.25  0.178

2S+1   2
Total charge   +1
Relative energy (zero: lowest compared OMol25 entry of this formula, charge and spin)   0.5411 eV
Lowest unoccupied orbital energy (spin up / spin down)   -2.213 / -8.854 eV
Orbital gap (spin up / spin down)   9.337 / 2.697 eV
Highest occupied orbital energy (spin up / spin down)   -0.4245 / -0.4245 hartree
⟨S²⟩   0.7544

=====

Entry from the Open Molecules 2025 dataset: a structure of composition C23H21F3O3S (the ωB97M-V functional and the def2-TZVPD basis).

Last column: Mulliken charge in e.
Cartesian coordinates (Å):
C 3.82 -0.30 2.16  -0.838
O 2.79 0.05 3.09  -0.052
C 1.75 -0.74 3.42  -0.718
C 0.41 -0.44 2.86  0.718
C -0.54 -1.50 2.71  -0.395
C -1.83 -1.27 2.22  -0.620
C -2.29 0.04 1.98  0.969
C -3.71 0.21 1.46  -1.368
C -1.39 1.10 2.15  -0.826
C -0.10 0.88 2.63  -0.454
H 4.31 0.64 1.92  0.269
H 4.54 -0.94 2.65  0.308
H 3.42 -0.80 1.27  0.363
H 1.94 -1.82 3.47  0.474
H -0.22 -2.55 2.91  0.323
H -2.49 -2.09 1.99  0.404
H -3.95 1.27 1.24  0.330
H -3.86 -0.29 0.48  0.332
H -4.44 -0.26 2.16  0.311
H -1.73 2.10 1.88  0.315
H 0.60 1.73 2.78  0.372
F -1.26 -6.05 7.06  -0.270
C -1.62 -4.81 7.51  0.826
F -2.93 -4.65 7.18  -0.273
F -1.53 -4.86 8.88  -0.251
C -0.71 -3.73 7.00  0.420
C -1.19 -2.45 6.72  -0.785
C -0.31 -1.50 6.25  -0.499
C 1.08 -1.80 6.12  0.770
C 1.95 -0.86 5.40  -0.346
S 3.71 -0.94 5.85  1.430
C 4.21 0.81 6.09  -0.151
C 4.34 1.72 5.04  0.306
C 4.88 2.99 5.26  -0.895
C 5.23 3.38 6.57  -0.333
C 5.02 2.50 7.63  -0.697
C 4.51 1.21 7.39  -0.305
O 4.03 -1.57 7.11  -0.705
O 4.46 -1.35 4.69  -0.689
C 1.54 -3.07 6.56  -0.524
C 0.65 -4.04 6.99  -1.191
H -2.26 -2.25 6.80  0.415
H -0.70 -0.49 5.99  0.327
H 1.66 0.24 5.50  0.600
H 4.02 1.46 4.03  0.266
H 5.06 3.68 4.44  0.402
H 5.72 4.36 6.74  0.362
H 5.30 2.79 8.64  0.367
H 4.39 0.53 8.22  0.444
H 2.60 -3.34 6.59  0.362
H 1.03 -5.03 7.23  0.400

2S+1   1
Lowest unoccupied orbital energy   -0.156 eV
Orbital gap   8.373 eV
Highest occupied orbital energy   -0.3134 hartree

=====

Entry from the Open Molecules 2025 dataset: an isolated molecule of C5H5Br (the ωB97M-V functional and the def2-TZVPD basis).

Last column: Mulliken charge in e.
Cartesian coordinates (Å):
C 0.01 -1.45 1.92  0.137
C 0.14 -0.55 1.11  -0.645
C 0.37 0.44 0.13  0.279
Br 1.92 1.52 0.71  -0.170
C 0.25 -0.07 -1.30  -0.525
C -0.78 0.85 -0.77  -0.579
H -0.48 -2.06 2.67  0.381
H -0.08 -1.09 -1.33  0.270
H 1.19 0.28 -1.75  0.288
H -0.95 1.87 -0.97  0.300
H -1.59 0.26 -0.42  0.264

2S+1   1
Relative energy (zero: lowest compared OMol25 entry of this formula, charge and spin)   1.2845 eV
Lowest unoccupied orbital energy   0.690 eV
Orbital gap   10.068 eV
Highest occupied orbital energy   -0.3446 hartree
Structure (SMILES)   C#CC1(Br)CC1

=====

Entry from the Open Molecules 2025 dataset: an isolated molecule of C4H8O2 (the ωB97M-V functional and the def2-TZVPD basis).

Last column: Mulliken charge in e.
Cartesian coordinates (Å):
C -1.66 -0.25 -0.44  -1.319
C -0.27 0.33 -0.32  0.427
O -0.21 1.33 0.69  -0.539
C 0.69 -0.72 0.08  -0.683
C 2.15 0.10 0.24  -0.037
O 2.37 -0.76 1.08  -0.385
H -2.36 0.51 -0.78  0.385
H -1.68 -1.08 -1.16  0.328
H -2.00 -0.63 0.53  0.350
H 0.09 0.73 -1.28  0.224
H -0.79 2.05 0.42  0.326
H 0.89 -1.50 -0.65  0.388
H 0.28 -1.21 1.01  0.281
H 2.52 1.14 0.56  0.251

2S+1   1
Relative energy (zero: lowest compared OMol25 entry of this formula, charge and spin)   4.4871 eV
Lowest unoccupied orbital energy   0.616 eV
Orbital gap   8.862 eV
Highest occupied orbital energy   -0.3030 hartree
Structure (SMILES)   C[C@@H](O)CC=O

=====

| no. | energy (eV) |
| --- | --- |
| 1 | -8368.6290 |
| 2 | -52871.4930 |
| 3 | -49319.5492 |
| 4 | -75304.9963 |
| 5 | -8368.7946 |